No. 1
DFT (the ωB97M-V functional and the def2-TZVPD basis) results for a structure of composition C46H58HfN3O6P2 at a distorted geometry.

Cartesian coordinates (Å):
Hf  0.3399  -0.0308  0.0251
C  1.0221  5.1879  1.6159
C  0.8702  3.6731  1.7234
C  -0.4412  3.3347  2.4322
P  0.9540  2.7045  0.1040
C  2.3031  3.5939  -0.8414
C  3.6504  3.3875  -0.1583
C  2.3112  3.1425  -2.2999
C  -0.5186  3.2454  -0.8137
C  -0.6602  4.5091  -1.3797
C  -1.8002  4.8421  -2.0845
C  -2.8047  3.8966  -2.2363
C  -2.6835  2.6458  -1.6684
C  -1.5416  2.2885  -0.9375
N  -1.4210  1.0285  -0.3265
C  -2.5697  0.6316  0.3680
C  -3.3626  1.5739  1.0303
C  -4.5003  1.1949  1.7116
C  -4.8742  -0.1389  1.7460
C  -4.1001  -1.0880  1.1044
C  -2.9496  -0.7272  0.4089
P  -1.7201  -1.8419  -0.3498
C  -2.2324  -3.6035  0.0359
C  -2.2198  -3.8782  1.5370
C  -3.5386  -4.0626  -0.6112
C  -2.0070  -1.7812  -2.2169
C  -0.7977  -1.0909  -2.8590
C  -3.3330  -1.1359  -2.6026
H  0.9543  5.6199  2.6125
H  0.2258  5.6217  1.0161
H  1.9833  5.4828  1.2052
H  1.7027  3.2748  2.3172
H  -1.2625  3.8891  1.9817
H  -0.3799  3.6194  3.4806
H  -0.6740  2.2691  2.3788
H  2.0623  4.6605  -0.8155
H  3.5988  3.6580  0.8926
H  4.4140  4.0002  -0.6326
H  3.9683  2.3502  -0.2279
H  2.4060  2.0594  -2.3839
H  3.1491  3.5987  -2.8295
H  1.3944  3.4475  -2.8015
H  0.1196  5.2465  -1.2525
H  -1.9191  5.8296  -2.5038
H  -3.6893  4.1437  -2.8029
H  -3.5031  1.9506  -1.7616
H  -3.0723  2.6130  0.9886
H  -5.0953  1.9452  2.2090
H  -5.7608  -0.4408  2.2811
H  -4.4168  -2.1156  1.1526
H  -1.4208  -4.1968  -0.4054
H  -2.8427  -3.1876  2.0951
H  -1.2107  -3.8221  1.9299
H  -2.5937  -4.8806  1.7245
H  -4.3831  -3.4408  -0.3383
H  -3.7510  -5.0719  -0.2660
H  -3.4717  -4.0917  -1.6946
H  -2.0037  -2.8283  -2.5454
H  -0.7562  -0.0254  -2.5899
H  -0.8494  -1.1545  -3.9470
H  0.1235  -1.5929  -2.5391
H  -3.3362  -0.0825  -2.3340
H  -4.1610  -1.6219  -2.0901
H  -3.4974  -1.2180  -3.6762
O  0.4927  0.0881  2.2686
C  0.6771  -1.2332  2.8719
C  0.8975  -2.2932  1.7487
O  0.9464  -3.4698  2.0210
O  1.0127  -1.8094  0.5611
C  -0.5561  -1.6307  3.6589
C  -0.4955  -2.7905  4.4260
C  -1.6005  -3.1967  5.1484
C  -2.7586  -2.4367  5.1356
C  -2.8131  -1.2766  4.3824
C  -1.7171  -0.8717  3.6384
C  1.8709  -1.1860  3.8092
C  3.0203  -1.9391  3.6222
C  4.0709  -1.8216  4.5166
C  3.9836  -0.9468  5.5844
C  2.8386  -0.1904  5.7698
C  1.7836  -0.3120  4.8882
H  1.2934  0.6085  2.5584
H  0.4097  -3.3764  4.4366
H  -1.5492  -4.1059  5.7256
H  -3.6185  -2.7453  5.7091
H  -3.7082  -0.6758  4.3718
H  -1.7680  0.0407  3.0573
H  3.0968  -2.6286  2.7956
H  4.9549  -2.4240  4.3750
H  4.8068  -0.8517  6.2747
H  2.7680  0.4960  6.5979
H  0.8835  0.2693  5.0310
C  5.4906  0.8565  -2.5058
C  4.6475  -0.4111  -2.4172
C  4.2329  -0.7863  -0.9782
C  4.0258  -2.3329  -0.8161
C  5.2730  -3.1584  -1.0973
C  5.2753  -0.3882  0.0558
O  6.4555  -0.5768  -0.0680
N  4.7976  0.1743  1.2332
C  3.4966  0.5127  1.5044
O  3.1373  1.0445  2.5421
N  2.5760  0.2575  0.5328
C  2.8734  -0.2308  -0.6567
O  1.9009  -0.2710  -1.4666
H  5.6006  1.1529  -3.5468
H  6.4820  0.6876  -2.0941
H  5.0272  1.6756  -1.9631
H  5.2053  -1.2280  -2.8668
H  3.7244  -0.2782  -2.9848
H  3.2198  -2.6215  -1.4941
H  3.6846  -2.5269  0.2049
H  5.5065  -3.1693  -2.1582
H  5.0965  -4.1823  -0.7791
H  6.1332  -2.7725  -0.5546
H  5.5047  0.3915  1.9305

Properties
* total charge: +1
* M: 989.42 g/mol
* multiplicity: 1
* gap between HOMO and LUMO: 0.2683 Eh
* HOMO energy: -10.2330 eV



No. 2
DFT (the ωB97M-V functional and the def2-TZVPD basis) results for a structure of composition C46H59As3IrN3P2 at a distorted geometry.

Cartesian coordinates (Å):
Ir  -0.7102  0.1571  0.1461
C  -0.6928  2.4448  2.6665
P  -1.3387  0.6912  2.6092
C  -2.7972  0.8731  3.6954
C  -3.8610  1.6226  3.1878
C  -4.9738  1.8869  3.9692
C  -5.0388  1.3953  5.2685
C  -3.9922  0.6404  5.7743
C  -2.8714  0.3790  4.9929
C  -0.1896  -0.3425  3.5659
C  -0.5508  -1.6853  3.7212
C  0.3015  -2.5751  4.3548
C  1.5295  -2.1404  4.8415
C  1.8927  -0.8101  4.6990
C  1.0387  0.0825  4.0599
C  -1.1053  3.0818  1.3951
C  -1.7019  4.3762  1.1186
C  -1.9464  4.4006  -0.2157
C  -1.4904  3.1209  -0.7288
C  -1.5095  2.5436  -2.0869
P  -2.0469  0.7652  -1.9538
C  -1.4306  0.0191  -3.5016
C  -1.6424  -1.3525  -3.6408
C  -1.3104  -1.9985  -4.8219
C  -0.7576  -1.2800  -5.8759
C  -0.5438  0.0845  -5.7451
C  -0.8857  0.7337  -4.5648
C  -3.8198  0.8419  -2.4543
C  -4.2211  1.6770  -3.5015
C  -5.5290  1.6598  -3.9564
C  -6.4551  0.7939  -3.3843
C  -6.0596  -0.0611  -2.3701
C  -4.7476  -0.0382  -1.9092
N  -0.9933  2.3701  0.2582
H  -1.0360  2.9868  3.5441
H  0.3968  2.3890  2.6744
H  -3.8160  2.0116  2.1723
H  -5.7923  2.4709  3.5674
H  -5.9028  1.6072  5.8848
H  -4.0390  0.2582  6.7859
H  -2.0594  -0.2054  5.4064
H  -1.5079  -2.0364  3.3470
H  0.0052  -3.6097  4.4743
H  2.1938  -2.8365  5.3379
H  2.8331  -0.4574  5.1062
H  1.3301  1.1183  3.9738
H  -1.9117  5.1487  1.8428
H  -2.3935  5.1978  -0.7904
H  -2.1092  3.1370  -2.7711
H  -0.4776  2.5078  -2.4558
H  -2.0823  -1.9130  -2.8198
H  -1.4887  -3.0623  -4.9252
H  -0.5076  -1.7819  -6.8017
H  -0.1260  0.6498  -6.5690
H  -0.7268  1.8033  -4.4868
H  -3.5119  2.3329  -3.9919
H  -5.8243  2.3127  -4.7682
H  -7.4770  0.7807  -3.7406
H  -6.7693  -0.7557  -1.9385
H  -4.4456  -0.7309  -1.1370
C  3.9367  3.0651  -0.7666
As  2.7463  2.1918  0.5367
C  3.2747  3.4008  1.9936
C  3.8376  0.6781  1.2148
C  4.2380  -0.4935  0.3040
C  5.1631  -1.3977  1.1417
C  3.0822  -1.3873  -0.1926
As  1.3402  -0.8342  -0.9650
C  1.9223  0.2072  -2.5082
C  1.0998  -2.5380  -1.8886
C  4.9966  0.1079  -0.8922
As  6.2945  -0.9696  -1.8983
C  5.8591  -0.6783  -3.7546
C  6.1910  -2.8931  -1.7211
H  4.9653  3.1242  -0.4079
H  3.5574  4.0825  -0.8679
H  3.9146  2.6031  -1.7521
H  4.3514  3.5695  1.9497
H  3.0314  2.9823  2.9668
H  2.7643  4.3568  1.8848
H  3.2476  0.2774  2.0419
H  4.7481  1.1066  1.6455
H  4.7069  -1.5984  2.1119
H  6.1291  -0.9158  1.3215
H  5.3339  -2.3599  0.6593
H  2.7719  -2.0506  0.6204
H  3.4910  -2.0331  -0.9752
H  2.8499  -0.1824  -2.9339
H  2.0393  1.2591  -2.2481
H  1.1385  0.1122  -3.2575
H  1.7687  -2.5842  -2.7490
H  0.0747  -2.6245  -2.2353
H  1.3239  -3.3706  -1.2224
H  5.5818  0.9627  -0.5546
H  4.3422  0.4678  -1.6871
H  4.9293  -1.2263  -3.9303
H  6.6455  -1.0743  -4.3930
H  5.7245  0.3818  -3.9548
H  5.1348  -3.1688  -1.7415
H  6.6587  -3.2375  -0.8047
H  6.7090  -3.3195  -2.5783
N  -3.7444  -0.8997  1.3733
C  -3.0301  -2.0400  1.2067
C  -3.5354  -3.2609  1.6963
C  -2.7715  -4.3924  1.5975
C  -1.5031  -4.3085  1.0193
C  -1.0907  -3.0830  0.5647
N  -1.8216  -1.9501  0.6284
H  -4.6739  -0.9287  1.7500
H  -3.4089  -0.0545  0.9445
H  -4.5172  -3.2805  2.1534
H  -3.1458  -5.3370  1.9718
H  -0.8614  -5.1737  0.9292
H  -0.1157  -2.9711  0.1191

Properties
* total charge: +2
* ⟨S²⟩: 6.0225
* M: 1132.93 g/mol
* multiplicity: 5
* gap between HOMO and LUMO (spin up / spin down): 0.2362 / 0.1178 Eh
* HOMO energy (spin up / spin down): -10.3651 / -11.5003 eV



No. 3
DFT (the ωB97M-V functional and the def2-TZVPD basis) results for a cluster of 10 separate species, C46H59N6O16 in total at a distorted geometry.

Cartesian coordinates (Å):
C  -5.4001  -0.9391  -1.8348
C  -5.6587  -0.7751  -0.3140
N  -4.5744  -1.2005  0.5361
C  -4.5535  -1.1442  1.8716
C  -3.4043  -1.6914  2.3326
N  -2.7133  -2.1704  1.2762
C  -3.4267  -1.8669  0.1260
C  -1.5049  -2.9582  1.3565
H  -5.6963  -1.9607  -2.0730
H  -4.4496  -0.7246  -2.3234
H  -6.0083  -0.2888  -2.4636
H  -6.5839  -1.2241  0.0474
H  -5.9023  0.2783  -0.1755
H  -5.3003  -0.7473  2.5433
H  -3.0267  -1.9303  3.3158
H  -3.3253  -2.3980  -0.8089
H  -1.1044  -3.0799  2.3629
H  -0.6600  -2.7066  0.7155
H  -1.7759  -3.9513  0.9980
O  2.3120  0.4712  -0.4179
C  1.3433  0.3992  0.6378
C  1.4790  -0.7822  1.7350
O  2.5829  -0.9557  2.6123
H  0.3543  0.4257  0.1804
H  1.4911  1.3529  1.1445
H  1.5663  -1.6936  1.1435
H  0.5576  -0.8836  2.3084
C  -3.7717  4.0510  1.1162
C  -2.7031  4.6353  1.7733
C  -1.3741  4.3410  1.3623
C  -1.0771  3.4799  0.3819
C  -2.1244  2.7560  -0.2353
C  -3.4887  3.0396  0.1023
O  -4.5995  2.3367  -0.5139
O  -0.3707  4.7619  2.2353
H  -4.7296  4.3540  1.5124
H  -2.9218  5.2577  2.6283
H  -0.0770  3.1180  0.1941
H  -1.8973  2.0664  -1.0349
H  -5.4847  2.4667  -0.1659
H  0.1717  4.0531  2.5890
C  -2.4150  0.8908  3.7933
C  -1.0792  0.7470  4.1654
C  -0.8085  0.6400  5.5246
C  -1.7813  0.4241  6.4943
C  -3.1152  0.5250  6.0668
C  -3.4253  0.7024  4.7166
O  -4.7358  0.8947  4.4066
O  0.4796  0.5783  5.9572
H  -2.6940  0.9149  2.7503
H  -0.2427  0.6790  3.4856
H  -1.4402  0.2354  7.5014
H  -3.9111  0.3168  6.7665
H  -5.4451  0.4866  4.9085
H  0.6151  0.5241  6.9060
C  -0.8634  -4.9363  -1.7050
C  -0.4117  -5.7382  -0.6503
C  0.7573  -5.3705  0.0072
C  1.5257  -4.1700  -0.3049
C  0.8776  -3.2799  -1.2246
C  -0.3092  -3.6331  -1.8443
O  -0.9718  -2.8192  -2.6027
O  1.2698  -6.2898  0.8634
H  -1.5673  -5.3858  -2.3897
H  -0.8294  -6.7341  -0.6635
H  2.3195  -3.7866  0.3190
H  1.3996  -2.3434  -1.3547
H  -0.6759  -1.9158  -2.7367
H  1.0667  -7.2000  0.6358
C  2.0089  4.8157  -3.0582
C  2.5938  3.9693  -2.1472
C  2.5228  4.1655  -0.7778
C  1.9112  5.3199  -0.2666
C  1.3037  6.2058  -1.2311
C  1.2861  5.8929  -2.6014
O  0.6530  6.6813  -3.5537
O  3.0311  3.2354  0.1529
H  1.9297  4.5088  -4.0906
H  3.1272  3.0612  -2.3863
H  1.8755  5.5531  0.7873
H  0.7102  7.0414  -0.8905
H  0.9441  6.4531  -4.4395
H  2.7605  2.3151  0.1140
C  3.7718  0.8054  -5.5157
C  3.6069  0.8276  -4.1436
C  4.6720  0.4951  -3.2949
C  5.9387  0.3126  -3.8573
C  6.1325  0.2250  -5.1946
C  5.0990  0.6408  -6.0287
O  5.2499  0.7650  -7.3685
O  4.5755  0.3519  -1.9253
H  2.9367  1.0856  -6.1407
H  2.7000  1.1650  -3.6639
H  6.7289  -0.1184  -3.2604
H  7.0629  -0.1829  -5.5611
H  4.4940  1.0337  -7.8958
H  3.6523  0.4416  -1.6778
C  -0.8072  0.7162  -5.8450
C  -0.2880  0.0499  -4.7645
C  0.0135  0.6849  -3.5138
C  -0.1015  2.0907  -3.3140
C  -0.5959  2.7557  -4.4557
C  -0.9663  2.1362  -5.6359
O  -1.2897  2.9006  -6.7059
O  0.3668  -0.1675  -2.4660
H  -0.9304  0.2620  -6.8170
H  -0.0841  -1.0079  -4.8407
H  0.3056  2.5101  -2.4059
H  -0.5436  3.8311  -4.3706
H  -1.9883  3.5310  -6.5155
H  0.9066  0.1845  -1.7545
C  -0.4068  -2.9547  5.3934
O  -1.4014  -3.3096  4.7929
N  0.6932  -2.8403  4.7250
N  -0.1799  -2.7667  6.6999
H  1.5520  -2.6147  5.2064
H  0.8799  -3.0445  3.7537
H  0.8040  -2.9015  6.8838
H  -0.8625  -3.0243  7.3984
C  4.7049  -4.3831  2.1174
O  5.0944  -3.8751  1.0755
N  3.7534  -3.7810  2.8575
N  5.1253  -5.5276  2.4758
H  3.3787  -4.3140  3.6292
H  3.4246  -2.8461  2.6628
H  5.5829  -6.0016  1.7102
H  4.8229  -5.8879  3.3696

Properties
* total charge: -2
* ⟨S²⟩: 0.7573
* M: 952.00 g/mol
* multiplicity: 2
* gap between HOMO and LUMO (spin up / spin down): 0.1103 / 0.1578 Eh
* HOMO energy (spin up / spin down): 0.6520 / -0.6433 eV



No. 4
DFT (the ωB97M-V functional and the def2-TZVPD basis) results for a structure of composition C46H60BaI2N3O4P at a distorted geometry.

Cartesian coordinates (Å):
Ba  0.0722  -1.4846  -0.6913
O  -4.2763  -0.4887  4.1976
C  -4.4798  -0.8570  3.0461
O  -5.3450  -0.4548  2.2142
C  -3.5231  -1.9445  2.4839
C  -3.8305  -2.5515  1.2722
C  -2.7892  -2.9942  0.4721
N  -1.5226  -3.0022  0.8925
C  -1.2678  -2.6785  2.1638
C  -2.2415  -2.1250  2.9930
C  0.1508  -2.7760  2.6060
C  0.4749  -3.0739  3.9257
C  1.8064  -3.1328  4.2959
C  2.7839  -2.8983  3.3411
C  2.3761  -2.6169  2.0489
N  1.0974  -2.5554  1.6852
C  -3.0565  -3.2530  -0.9692
C  -4.1366  -4.0192  -1.3851
C  -4.3675  -4.1593  -2.7426
C  -3.5222  -3.5288  -3.6416
C  -2.4741  -2.7770  -3.1411
N  -2.2487  -2.6343  -1.8362
H  -4.8361  -2.4839  0.8873
H  -2.0014  -1.7050  3.9622
H  -0.3110  -3.2693  4.6422
H  2.0779  -3.3682  5.3165
H  3.8361  -2.9402  3.5841
H  3.1050  -2.4377  1.2650
H  -4.7751  -4.4955  -0.6537
H  -5.1993  -4.7546  -3.0955
H  -3.6697  -3.6125  -4.7087
H  -1.7873  -2.2656  -3.8065
I  -5.1516  0.1724  -0.0339
I  -4.6915  0.8942  -2.5766
C  2.5817  -4.8792  -1.2947
C  2.0449  -5.0062  -2.7232
C  0.5178  -5.1149  -2.7340
C  2.5613  -3.9153  -3.6432
C  3.3479  -4.2654  -4.7329
C  3.8558  -3.3155  -5.6062
C  3.5664  -1.9794  -5.3756
C  2.7846  -1.5803  -4.2998
C  2.5006  -0.1008  -4.1003
C  3.0841  0.4518  -2.7960
C  1.0174  0.2557  -4.2349
C  2.2647  -2.5527  -3.4127
O  1.5192  -2.1742  -2.3904
H  2.2561  -5.7255  -0.6847
H  2.2214  -3.9618  -0.8286
H  3.6728  -4.8542  -1.2936
H  2.4321  -5.9492  -3.1230
H  0.0622  -4.2033  -2.3483
H  0.1858  -5.9526  -2.1155
H  0.1486  -5.2700  -3.7493
H  3.5689  -5.3149  -4.8998
H  4.4662  -3.6111  -6.4493
H  3.9569  -1.2224  -6.0485
H  3.0144  0.4164  -4.9173
H  2.6485  -0.0556  -1.9331
H  2.8900  1.5257  -2.7111
H  4.1632  0.2967  -2.7561
H  0.4264  -0.1864  -3.4313
H  0.6113  -0.1049  -5.1808
H  0.8800  1.3402  -4.1968
O  -0.2997  0.6055  0.7711
P  -0.0454  2.0665  1.0666
C  0.0487  2.9258  -0.5507
C  0.6152  4.3472  -0.5982
C  -0.4072  5.4169  -0.2238
C  -1.6530  5.3056  -1.0980
C  -2.2723  3.9165  -0.9758
C  -1.2707  2.8242  -1.3320
C  -1.3552  2.6766  2.1803
C  -1.0541  2.3042  3.6511
C  -2.3460  2.2305  4.4900
C  -3.4114  3.1661  3.9310
C  -3.8456  2.6935  2.5355
C  -2.6850  2.0270  1.7845
C  1.5646  2.2122  1.9229
C  1.9137  3.5856  2.5592
C  3.3089  4.0747  2.1623
C  4.3874  3.0220  2.4235
C  3.9840  1.6206  1.9100
C  2.7112  1.6599  1.0653
H  0.7739  2.2644  -1.0463
H  0.9418  4.5274  -1.6292
H  1.5009  4.4331  0.0164
H  0.0475  6.4049  -0.3248
H  -0.6937  5.3136  0.8294
H  -1.3754  5.4941  -2.1410
H  -2.3830  6.0692  -0.8231
H  -3.1452  3.8214  -1.6244
H  -2.6363  3.7776  0.0508
H  -1.0283  2.9069  -2.3973
H  -1.7235  1.8379  -1.1988
H  -1.4367  3.7624  2.0786
H  -0.3590  3.0296  4.0808
H  -0.5621  1.3270  3.6851
H  -2.1162  2.4742  5.5291
H  -2.7442  1.2139  4.4875
H  -3.0093  4.1847  3.8825
H  -4.2735  3.2048  4.5974
H  -4.2282  3.5394  1.9573
H  -4.6574  1.9692  2.6228
H  -2.8563  2.0552  0.7068
H  -2.6278  0.9673  2.0456
H  1.4209  1.4883  2.7322
H  1.8840  3.4832  3.6461
H  1.1665  4.3455  2.3151
H  3.5414  4.9905  2.7089
H  3.3280  4.3452  1.1069
H  4.5980  2.9754  3.4941
H  5.3133  3.3448  1.9447
H  3.7968  0.9560  2.7585
H  4.7987  1.1701  1.3410
H  2.4619  0.6536  0.7194
H  2.8670  2.2691  0.1703

Properties
* M: 1141.11 g/mol
* multiplicity: 1
* gap between HOMO and LUMO: 0.2452 Eh
* HOMO energy: -7.1616 eV



Number 1: electronic energy -85285.36005 eV. Number 2: electronic energy -257046.22579 eV. Number 3: electronic energy -90352.68271 eV. Number 4: electronic energy -87527.58096 eV.